1.
Molecular formula: C40H98BF4N6O8
Method: DFT, ωB97M-V/def2-TZVPD

Structure (ORCA input):
```
! wB97M-V def2-TZVPD RIJCOSX def2/J DEFGRID3
* xyz 3 1
C 4.8496 -1.0432 6.2987
C 4.1111 -0.1988 5.2914
C 5.0169 0.1335 4.0570
N 4.4680 1.2241 3.1848
C 4.5419 2.5661 3.9505
C 5.1347 1.3940 1.7630
C 4.1153 2.0418 0.8296
C 2.7348 1.5206 1.3412
C 2.9831 1.0726 2.8418
H 5.4944 -0.5700 7.0393
H 5.4346 -1.8308 5.8238
H 4.1252 -1.6464 6.8460
H 3.9281 0.7459 5.8036
H 3.0912 -0.5000 5.0525
H 5.0540 -0.7106 3.3684
H 5.9837 0.5977 4.2519
H 3.9861 2.5308 4.8875
H 4.3228 3.4424 3.3404
H 5.5678 2.6614 4.3063
H 6.1724 1.7125 1.6637
H 5.2004 0.3520 1.4497
H 4.0990 3.1265 0.7239
H 4.2484 1.5646 -0.1413
H 1.9707 2.2979 1.3416
H 2.4928 0.7160 0.6468
H 2.3518 1.5012 3.6202
H 2.8632 -0.0106 2.8187
C -4.7698 1.6876 -2.6201
C -5.4309 1.4528 -1.2655
C -4.3807 1.0586 -0.1597
N -5.0399 0.3476 1.0468
C -5.3645 -1.0986 0.6060
C -6.2560 1.0244 1.7299
C -5.9541 1.3907 3.1833
C -4.8142 0.4860 3.4740
C -3.9935 0.2867 2.2066
H -4.1156 2.5593 -2.6348
H -5.4976 1.9755 -3.3786
H -4.1499 0.8616 -2.9690
H -6.0984 0.5935 -1.3298
H -6.0768 2.3129 -1.0892
H -4.0851 2.0219 0.2560
H -3.5298 0.4347 -0.4331
H -4.5343 -1.6477 0.1617
H -6.0809 -1.1744 -0.2120
H -5.8685 -1.5813 1.4433
H -7.1512 0.4247 1.5651
H -6.3313 1.9799 1.2108
H -6.9136 1.2549 3.6823
H -5.7085 2.4526 3.1929
H -5.2899 -0.4552 3.7497
H -4.2276 0.6966 4.3682
H -3.3879 -0.6191 2.2363
H -3.4602 1.2200 2.0257
C -3.6882 -2.7982 -1.9827
N -3.1554 -3.8398 -2.9007
C -2.8628 -5.1438 -2.1488
C -4.1253 -4.1712 -4.0681
C -1.7415 -3.3320 -3.4183
C -1.7704 -2.2128 -4.4525
O -1.8473 -2.9607 -5.6151
H -3.1177 -2.7224 -1.0570
H -4.6759 -3.0939 -1.6290
H -3.7036 -1.8117 -2.4460
H -2.5490 -5.8642 -2.9043
H -3.7645 -5.5184 -1.6643
H -2.0680 -5.0468 -1.4093
H -3.7847 -4.9731 -4.7231
H -4.1440 -3.1839 -4.5295
H -5.1002 -4.4473 -3.6663
H -1.1683 -4.1655 -3.8243
H -1.2500 -2.9087 -2.5423
H -0.9885 -1.4543 -4.4907
H -2.6546 -1.5786 -4.5156
H -1.6962 -2.4548 -6.4169
C 0.5446 4.3238 -0.8595
N -0.7110 5.1224 -0.4464
C -0.9638 4.6585 0.9942
C -0.1541 6.6076 -0.3242
C -1.9340 5.0837 -1.3112
C -1.7602 4.9118 -2.8568
O -1.0317 6.0017 -3.3415
H 0.8588 4.7558 -1.8097
H 0.3564 3.2591 -0.9975
H 1.3409 4.4579 -0.1274
H -1.4296 3.6765 0.9113
H -1.6427 5.3890 1.4343
H -0.0052 4.6384 1.5126
H -0.0108 6.9904 -1.3346
H 0.7322 6.7198 0.3004
H -0.9139 7.2878 0.0607
H -2.5419 5.9618 -1.0934
H -2.5260 4.2579 -0.9166
H -2.6656 4.7743 -3.4480
H -1.3811 3.8998 -2.9994
H -1.0692 5.9057 -4.2959
C 2.9910 -2.4503 -1.8576
N 3.7872 -1.9872 -3.0939
C 5.1468 -1.3530 -2.5820
C 4.1285 -3.1489 -4.0556
C 2.8837 -0.9455 -3.7997
C 3.1917 -0.6819 -5.3373
O 4.5529 -0.2180 -5.5063
H 3.6689 -3.1802 -1.4151
H 2.0437 -2.8182 -2.2518
H 2.5622 -1.7702 -1.1216
H 5.5920 -0.9206 -3.4781
H 5.8512 -2.0770 -2.1725
H 4.7728 -0.5160 -1.9924
H 3.2362 -3.6961 -4.3597
H 4.9219 -3.8331 -3.7546
H 4.5277 -2.8125 -5.0124
H 2.5954 -0.0185 -3.3042
H 1.8782 -1.3661 -3.7991
H 2.4451 0.0820 -5.5544
H 2.9127 -1.5171 -5.9797
H 4.7343 0.6078 -5.0516
C 0.5214 -3.5934 0.9926
N 0.0434 -4.2355 2.3422
C -0.6233 -5.5219 1.8879
C 1.3867 -4.7110 3.0126
C -0.8930 -3.4221 3.1669
C -0.5357 -1.9451 3.4304
O 0.4839 -1.7547 4.3913
H -0.3519 -3.1817 0.4867
H 0.9825 -4.2640 0.2675
H 1.2811 -2.8515 1.2386
H 0.0369 -6.3097 1.5253
H -1.2789 -5.2496 1.0608
H -1.1656 -5.9261 2.7428
H 1.9471 -3.8417 3.3567
H 1.9605 -5.3481 2.3396
H 1.1800 -5.2004 3.9644
H -1.0148 -4.0090 4.0774
H -1.9118 -3.4291 2.7794
H -1.3713 -1.2668 3.6028
H -0.1905 -1.5278 2.4845
H 0.5338 -0.8701 4.7610
B -0.1490 -0.0844 -0.9199
F -1.2604 0.5290 -1.6231
F 0.1548 -1.1570 -1.7431
F 0.8706 0.8284 -0.9317
F -0.4354 -0.4975 0.3798
C -0.6108 1.6016 3.1884
C -0.6194 1.4901 4.7365
O -1.3362 2.2856 5.4248
O 0.2834 0.7036 5.1016
H -1.0152 0.7457 2.6481
H 0.3133 2.0257 2.7955
H -1.3589 2.3520 2.9330
C 3.1786 3.4393 -2.9173
C 4.6132 2.9886 -3.2171
O 4.8213 2.2659 -4.2343
O 5.4698 3.1974 -2.3768
H 3.1537 4.4729 -2.5719
H 2.6919 2.6840 -2.3002
H 2.7229 3.5707 -3.8987
*
```

Values from the calculation:
E_LUMO: -6.635 eV
Frontier orbital gap: 5.312 eV
E_HOMO: -11.947 eV
Relative energy (zero: lowest compared OMol25 entry of this formula, charge and spin): 120.9 kcal per mole
Electronic energy: -79910.404 eV
Max |F|: 0.0895 Eh/bohr

Here are the Mulliken charges for atoms 1 to 4, given in e: -1.5325 0.4337 -0.6939 0.5444

2.
Molecular formula: C5H15N2O
Method: DFT, ωB97M-V/def2-TZVPD

Structure (ORCA input):
```
! wB97M-V def2-TZVPD RIJCOSX def2/J DEFGRID3
* xyz 1 1
C -0.9629 -0.6426 -1.2113
C 0.5735 -0.0554 -1.1776
C 1.0627 0.4269 0.1879
C 0.1045 1.1228 0.9316
C 3.3774 -0.0879 -0.3513
N 2.3042 0.0244 0.6269
N -1.6877 -1.1327 0.0265
H -0.9868 -1.3743 -2.0967
H -1.6481 0.0416 -1.7772
H 1.3277 -0.8651 -1.4545
H 0.5652 0.6963 -1.8403
H 0.2423 1.3631 1.9570
H -0.9468 1.5066 0.6750
H 4.1351 0.6793 -0.0171
H 3.0094 0.0768 -1.3833
H 3.6677 -1.0252 -0.2958
H 2.6457 0.1028 1.5508
H -2.6782 -0.5943 0.0579
H -1.6239 -2.2083 0.0863
H -1.3291 -0.7121 0.8400
H -4.2750 0.4347 1.6715
H -3.5206 1.5581 1.5425
O -3.3563 0.6645 1.4510
*
```

Values from the calculation:
E_LUMO: -3.144 eV
Frontier orbital gap: 8.147 eV
E_HOMO: -11.291 eV
Relative energy (zero: lowest compared OMol25 entry of this formula, charge and spin): 84.5 kcal per mole
Electronic energy: -10446.895 eV
Max |F|: 0.1046 Eh/bohr

Here are the Mulliken charges for atoms 1 to 4, given in e: -0.8953 -0.6913 0.9024 -1.4725

3.
Molecular formula: C4H7NO
Method: DFT, ωB97M-V/def2-TZVPD

Structure (ORCA input):
```
! wB97M-V def2-TZVPD RIJCOSX def2/J DEFGRID3
* xyz 0 1
O 1.7775 0.7780 0.4382
C 0.8392 0.2919 -0.4721
C 0.3155 -1.1478 -0.2214
C -1.0412 -0.5502 0.2140
N -0.9848 0.2942 1.3122
C -0.5915 0.8376 -0.2508
H 1.3652 0.6532 1.3101
H 1.2280 0.4695 -1.4773
H 0.8476 -1.7212 0.5423
H 0.2537 -1.7285 -1.1476
H -1.9968 -0.9764 -0.1084
H -0.7249 1.4827 0.7364
H -1.2487 1.3546 -0.9493
*
```

Values from the calculation:
E_LUMO: 1.000 eV
Frontier orbital gap: 9.793 eV
E_HOMO: -8.792 eV
Relative energy (zero: lowest compared OMol25 entry of this formula, charge and spin): 120.9 kcal per mole
Electronic energy: -7794.402 eV
Max |F|: 0.0073 Eh/bohr

Here are the Mulliken charges for atoms 1 to 4, given in e: -0.5799 -0.1394 -0.7205 -0.0190